(1)
# C6H9N2

A structure of composition C6H9N2 in a non-equilibrium geometry (wB97M-V/def2-TZVPD, OMol25).

Calculated values
2S+1: 1
Lowest unoccupied orbital energy (spin up / spin down): -7.116 / -7.114 eV
Orbital gap (spin up / spin down): 7.66 / 7.67 eV
E_tot: -9335.624 eV
F_max: 5.3 eV/A
Relative energy (zero: lowest compared OMol25 entry of this formula, charge and spin): 6.630 eV
Charge: +1

The geometry in XYZ format:
```
17
Properties=species:S:1:pos:R:3:mulliken_charge:R:1
C 0.2295 1.2851 -0.6885 0.47
C 1.5245 -0.0403 -0.0168 0.39
C 0.1447 0.2051 0.4305 0.02
C 2.4988 -1.0648 0.3637 -0.99
C -2.2605 0.4431 -0.2101 -0.70
C -1.1797 -0.4964 0.2064 -0.57
N 1.5450 0.9483 -0.8069 -0.53
N -0.6519 1.8486 -1.3462 -0.45
H 0.2194 0.4683 1.5130 0.44
H 2.0014 -1.9345 -0.1745 0.31
H 2.3118 -1.2508 1.4248 0.35
H 3.4743 -0.7864 0.1651 0.37
H -3.1198 0.1435 -0.7462 0.41
H -1.6775 1.3947 -1.0290 0.30
H -2.5331 1.1920 0.4835 0.43
H -1.0305 -1.2505 -0.6136 0.33
H -1.4964 -1.1051 1.0448 0.44
```

(2)
# C36H49IrN3O4P2SSe

A structure of composition C36H49IrN3O4P2SSe in a non-equilibrium geometry (wB97M-V/def2-TZVPD, OMol25).

Calculated values
2S+1: 2
Lowest unoccupied orbital energy (spin up / spin down): 0.289 / -2.538 eV
Orbital gap (spin up / spin down): 7.97 / 4.88 eV
E_tot: -148388.404 eV
⟨S²⟩: 0.772
F_max: 2.1 eV/A
Relative energy (zero: lowest compared OMol25 entry of this formula, charge and spin): 0.000 eV

The geometry in XYZ format:
```
97
Properties=species:S:1:pos:R:3:mulliken_charge:R:1
Ir 0.0701 0.2311 -0.1574 2.17
C -4.5836 1.4681 -0.0873 -1.55
C -3.2092 1.1518 -0.6788 1.29
C -3.2326 0.8254 -2.1725 -1.66
P -2.1991 -0.0843 0.2287 0.74
C -2.8965 -1.7325 -0.2124 1.15
C -2.2938 -2.8019 0.6811 -1.48
C -4.4177 -1.8740 -0.2550 -1.56
C -2.2666 0.2213 1.9913 -0.19
C -3.4031 0.0331 2.7758 -0.24
C -3.3873 0.2279 4.1459 0.61
C -4.6273 0.0584 4.9788 -1.60
C -2.1713 0.6061 4.7192 -1.52
C -1.0324 0.8054 3.9685 -0.34
C -1.0547 0.6420 2.5726 -0.14
N 0.0637 0.8069 1.7791 0.95
C 1.3591 0.9297 2.3282 -1.97
C 1.7625 1.9882 3.1261 0.77
C 3.0999 2.1020 3.4838 -1.25
C 4.0497 1.1939 3.0365 0.53
C 5.5107 1.3677 3.3513 -1.74
C 3.6254 0.1169 2.2562 -0.91
C 2.2920 -0.0380 1.9285 0.50
P 1.4470 -1.3551 0.9922 0.82
C 2.5750 -2.4457 0.0315 0.82
C 3.6346 -3.1612 0.8792 -1.17
C 3.2145 -1.7820 -1.1896 -1.66
C 0.7212 -2.4255 2.3318 1.46
C 1.4646 -2.3404 3.6674 -1.58
C 0.5547 -3.8939 1.9197 -1.84
H -5.0108 2.2977 -0.6542 0.48
H -4.4931 1.7981 0.9476 0.38
H -5.2889 0.6410 -0.1320 0.25
H -2.6398 2.0668 -0.5600 -0.25
H -3.8973 -0.0068 -2.4105 0.30
H -2.2357 0.5794 -2.5435 0.26
H -3.5813 1.7019 -2.7204 0.48
H -2.5138 -1.8891 -1.2276 0.24
H -2.6866 -2.7354 1.6991 0.26
H -1.2184 -2.6867 0.7217 -0.14
H -2.5144 -3.7945 0.2851 0.63
H -4.8721 -1.6912 0.7197 0.23
H -4.6520 -2.9036 -0.5334 0.47
H -4.8890 -1.2240 -0.9866 0.34
H -4.3251 -0.2810 2.3010 0.36
H -5.2866 -0.7012 4.5579 0.40
H -5.1929 0.9911 5.0343 0.29
H -4.3797 -0.2364 5.9986 0.41
H -2.1157 0.7440 5.7933 0.40
H -0.1153 1.0842 4.4666 0.58
H 1.0501 2.7548 3.4035 0.63
H 3.4137 2.9456 4.0875 0.36
H 5.6671 2.1857 4.0533 0.41
H 6.0781 1.5877 2.4449 0.33
H 5.9322 0.4615 3.7887 0.39
H 4.3701 -0.5757 1.8919 0.37
H 1.8773 -3.2060 -0.3393 0.30
H 4.2465 -3.7734 0.2145 0.49
H 3.2106 -3.8197 1.6338 0.19
H 4.3037 -2.4705 1.3844 0.07
H 3.8829 -0.9694 -0.9092 0.31
H 2.4694 -1.3698 -1.8650 0.18
H 3.7856 -2.5426 -1.7252 0.62
H -0.2703 -1.9872 2.4799 -0.10
H 2.4842 -2.7203 3.5858 0.28
H 0.9373 -2.9492 4.4051 0.52
H 1.5143 -1.3209 4.0461 0.21
H 1.4879 -4.4438 2.0366 0.41
H 0.2212 -4.0314 0.8928 0.40
H -0.1821 -4.3653 2.5725 0.47
C 3.9454 7.1180 0.6947 -1.53
C 2.7842 6.2006 0.4281 0.81
C 1.5898 6.6960 -0.0899 -0.85
C 0.5133 5.8588 -0.3307 -0.83
C 0.6261 4.5067 -0.0357 -0.43
C 1.8053 3.9918 0.4782 0.65
C 2.8770 4.8396 0.7016 -1.32
S -0.7854 3.4693 -0.3087 1.55
O -1.5961 4.1507 -1.2851 -0.75
O -1.3857 3.1493 0.9614 -0.72
N -0.2150 2.0870 -0.9369 -0.49
C 0.7431 2.2327 -2.0443 -1.01
C 2.1022 1.6727 -1.6175 0.64
O 3.1373 2.0166 -2.1422 -0.77
O 2.0301 0.7917 -0.6477 -0.87
H 3.9367 7.9725 0.0189 0.40
H 4.8941 6.5955 0.5762 0.37
H 3.9036 7.5035 1.7159 0.29
H 1.5067 7.7508 -0.3233 0.39
H -0.4057 6.2372 -0.7563 0.56
H 1.9037 2.9347 0.6798 0.22
H 3.8060 4.4273 1.0780 0.50
H 0.8502 3.2638 -2.3772 0.49
H 0.3900 1.6434 -2.8959 0.42
Se -0.2885 -3.4411 -3.1870 -0.15
C -0.1151 -1.8905 -2.3865 0.12
N 0.0036 -0.8540 -1.8506 -0.28
```

(3)
# C3HCl2N

An isolated molecule of C3HCl2N in a non-equilibrium geometry (wB97M-V/def2-TZVPD, OMol25).

Calculated values
SMILES: N#CC=C(Cl)Cl
2S+1: 1
Lowest unoccupied orbital energy: -0.244 eV
Orbital gap: 9.89 eV
E_tot: -29660.810 eV
F_max: 2.9 eV/A
Relative energy (zero: lowest compared OMol25 entry of this formula, charge and spin): 0.196 eV

The geometry in XYZ format:
```
7
Properties=species:S:1:pos:R:3:mulliken_charge:R:1
C -0.9521 0.2850 0.0260 0.57
C 0.1745 -0.4264 -0.0378 -0.44
C 1.5232 0.0510 -0.0561 0.19
H 0.0226 -1.4647 0.1618 0.32
N 2.6975 0.0961 -0.0275 -0.37
Cl -1.0540 1.9820 -0.0252 -0.13
Cl -2.4116 -0.5229 -0.0413 -0.14
```

(4)
# C46H60O5W

A structure of composition C46H60O5W in a non-equilibrium geometry (wB97M-V/def2-TZVPD, OMol25).

Calculated values
2S+1: 1
Lowest unoccupied orbital energy (spin up / spin down): -13.699 / -13.726 eV
Orbital gap (spin up / spin down): 5.19 / 5.15 eV
E_tot: -60697.541 eV
F_max: 2.2 eV/A
Relative energy (zero: lowest compared OMol25 entry of this formula, charge and spin): 1.486 eV
Charge: +4

The geometry in XYZ format:
```
112
Properties=species:S:1:pos:R:3:mulliken_charge:R:1
W 0.0247 -0.3735 -0.9581 3.18
C 2.9155 -1.9518 -2.3497 -1.04
O 1.8984 -1.1497 -1.6492 -0.25
C 2.3173 -0.3137 -0.5720 -0.05
C 2.7202 1.0137 -0.9316 0.18
C 2.6221 1.4874 -2.3569 -1.62
C 1.2514 1.6491 -2.9883 -0.15
C 1.2207 2.1576 -4.2621 -0.60
C 0.0219 2.5504 -4.8833 0.23
C -1.1905 2.1933 -4.2525 -0.84
C -1.2360 1.6404 -3.0044 -0.05
C -2.6060 1.3430 -2.4262 -1.72
C -2.7012 0.9600 -0.9722 0.06
C -3.2139 1.8338 -0.0532 -0.72
C -3.4351 1.4563 1.2873 -0.28
C -3.0933 0.1433 1.6682 -0.57
C -2.5966 -0.7984 0.7969 0.37
C -2.5274 -2.2431 1.2680 -1.48
C -1.2255 -2.7957 1.8275 -0.50
C -1.1917 -3.8791 2.6739 -0.69
C 0.0246 -4.4660 3.0848 0.22
C 1.2333 -3.9280 2.6002 -0.32
C 1.2498 -2.8412 1.7549 -0.12
C 2.5231 -2.3189 1.1043 -1.29
C 2.6122 -0.8461 0.7381 0.10
C 3.0999 0.0393 1.6631 -0.64
C 3.4449 1.3763 1.3576 -0.24
C 3.2385 1.8289 0.0394 -0.62
C 4.0768 2.2468 2.4035 1.61
C 5.3906 1.5603 2.8513 -1.51
C 3.1090 2.3537 3.6031 -1.53
C 4.4042 3.6565 1.9039 -2.04
C 0.0103 -2.2971 1.4008 0.20
O 0.0101 -1.3043 0.5032 -1.35
C -0.0023 -5.6698 3.9920 1.82
C 1.3924 -6.1571 4.3830 -2.05
C -0.7954 -5.3381 5.2741 -1.53
C -0.7322 -6.8110 3.2373 -1.48
C -2.3068 -0.3476 -0.5383 -0.07
O -1.8759 -1.2291 -1.5738 -0.32
C -2.8737 -2.1043 -2.2028 -1.06
C -4.0677 2.4299 2.2403 1.63
C -4.3557 1.8202 3.6143 -2.02
C -3.0900 3.6168 2.4110 -1.54
C -5.3958 2.9365 1.6331 -1.51
C 0.0082 1.3495 -2.3182 1.95
O 0.0029 1.4347 -0.8957 -0.87
C 0.0038 3.3547 -6.1532 1.67
C 1.4033 3.7725 -6.6096 -2.00
C -0.8340 4.6298 -5.9074 -1.49
C -0.6585 2.4836 -7.2471 -1.54
H 3.9006 -1.5933 -2.0626 0.41
H 2.7630 -1.8308 -3.4190 0.36
H 2.7981 -2.9967 -2.0769 0.37
H 3.2065 0.8205 -2.9996 0.54
H 3.1185 2.4561 -2.4182 0.76
H 2.1593 2.3400 -4.7697 0.78
H -2.1261 2.3983 -4.7575 0.83
H -3.0556 0.5546 -3.0372 0.46
H -3.2294 2.2234 -2.5793 0.86
H -3.4893 2.8273 -0.3805 0.71
H -3.2887 -0.1634 2.6878 0.84
H -2.8438 -2.9019 0.4553 0.35
H -3.2796 -2.3507 2.0491 0.89
H -2.1262 -4.2969 3.0267 0.68
H 2.1691 -4.3827 2.8978 0.69
H 2.7128 -2.9284 0.2170 0.27
H 3.3456 -2.5219 1.7902 0.85
H 3.2858 -0.3286 2.6650 0.90
H 3.5250 2.8371 -0.2252 0.75
H 5.2236 0.5815 3.3014 0.37
H 5.8679 2.1932 3.5984 0.48
H 6.0795 1.4494 2.0126 0.39
H 2.9348 1.3929 4.0892 0.35
H 2.1527 2.7787 3.2916 0.39
H 3.5479 3.0244 4.3402 0.47
H 5.1292 3.6518 1.0879 0.42
H 4.8548 4.2145 2.7227 0.45
H 3.5091 4.2036 1.5996 0.44
H 1.9562 -5.3932 4.9230 0.45
H 1.9697 -6.4883 3.5170 0.42
H 1.2920 -7.0129 5.0478 0.44
H -0.3136 -4.5321 5.8303 0.39
H -0.8172 -6.2237 5.9070 0.47
H -1.8273 -5.0513 5.0705 0.34
H -0.2127 -7.0608 2.3100 0.36
H -1.7680 -6.5593 3.0087 0.36
H -0.7339 -7.6941 3.8747 0.47
H -3.8624 -1.6809 -2.0436 0.41
H -2.8136 -3.0981 -1.7677 0.37
H -2.6510 -2.1507 -3.2656 0.38
H -3.4421 1.5207 4.1324 0.42
H -5.0379 0.9703 3.5495 0.46
H -4.8405 2.5746 4.2311 0.44
H -2.1347 3.2790 2.8180 0.39
H -3.5256 4.3226 3.1171 0.46
H -2.9106 4.1455 1.4741 0.36
H -6.0841 2.1101 1.4491 0.40
H -5.2606 3.4928 0.7058 0.35
H -5.8636 3.6097 2.3499 0.47
H 1.9164 4.3605 -5.8455 0.48
H 1.3072 4.4042 -7.4909 0.44
H 2.0223 2.9186 -6.8914 0.40
H -0.3481 5.2694 -5.1682 0.40
H -1.8488 4.4204 -5.5707 0.39
H -0.9038 5.1850 -6.8416 0.45
H -0.1448 1.5267 -7.3546 0.38
H -0.5867 3.0117 -8.1970 0.48
H -1.7127 2.2953 -7.0412 0.36
O 0.0564 -3.0365 -1.6744 -0.59
H -0.0327 -3.5314 -2.4996 0.34
H 0.0872 -3.7105 -0.9807 0.26
```

(5)
# C17H24AuBrNOSb2

A structure of composition C17H24AuBrNOSb2 in a non-equilibrium geometry (wB97M-V/def2-TZVPD, OMol25).

Calculated values
2S+1: 1
Lowest unoccupied orbital energy: 2.632 eV
Orbital gap: 4.50 eV
E_tot: -108353.653 eV
F_max: 7.9 eV/A
Relative energy (zero: lowest compared OMol25 entry of this formula, charge and spin): 0.000 eV
Charge: -1

The geometry in XYZ format:
```
47
Properties=species:S:1:pos:R:3:mulliken_charge:R:1
Au -0.8839 -1.6903 0.1469 0.28
C 3.9099 -1.4323 0.8535 -1.59
Sb 1.8284 -1.6201 0.1850 0.58
C 1.9686 -3.6925 -0.2742 -1.27
C 1.9787 -0.0377 -1.4015 -1.83
C 2.4911 1.2939 -0.8978 1.41
C 3.8662 1.3761 -0.6463 -0.54
C 4.4535 2.5398 -0.1715 -0.73
C 3.6759 3.6644 0.0369 -0.61
C 2.3123 3.6128 -0.2058 -0.99
C 1.7010 2.4486 -0.6860 0.86
C 0.2174 2.5173 -0.9375 -1.47
Sb -0.8826 1.0170 0.1704 0.66
C 0.0278 1.3371 2.1208 -1.16
C -2.8647 1.5172 -0.5151 -2.23
H 4.6033 -1.6102 0.0183 0.41
H 4.0767 -2.1966 1.6213 0.38
H 4.0949 -0.4514 1.2993 0.34
H 2.9452 -3.9143 -0.7243 0.37
H 1.1716 -3.9652 -0.9717 0.37
H 1.8576 -4.2582 0.6550 0.34
H 0.9910 0.0377 -1.8636 0.43
H 2.6482 -0.3842 -2.1997 0.62
H 4.5025 0.5203 -0.8223 0.41
H 5.5201 2.5713 0.0062 0.39
H 4.1257 4.5752 0.4117 0.37
H 1.7245 4.5073 -0.0343 0.30
H 0.0120 2.3553 -2.0030 0.47
H -0.1896 3.4941 -0.6540 0.45
H -0.0064 2.4030 2.3861 0.38
H 1.0679 1.0012 2.0972 0.27
H -0.5306 0.7608 2.8629 0.35
H -3.0314 2.6072 -0.4012 0.40
H -3.6780 0.8859 0.1742 -0.05
H -2.9756 1.2410 -1.5651 0.45
Br -5.9724 -4.5778 0.6679 -0.25
C -5.0834 -2.9299 0.4076 -0.19
C -5.8130 -1.7588 0.2373 -0.17
C -5.1237 -0.5758 0.0533 -1.07
C -3.7315 -0.6186 0.0465 1.49
N -3.0150 -1.7272 0.2020 -0.13
C -3.6999 -2.8748 0.3845 0.04
H -6.8971 -1.7659 0.2500 0.41
H -5.6511 0.3654 -0.0802 0.36
H -3.0813 0.3642 -0.0991 0.37
H -3.0889 -3.7589 0.5103 0.51
O -1.5715 -3.1736 -0.6509 -1.21
```

(6)
# C8H14NO

The ion C8H14NO with charge +1 in a non-equilibrium geometry (wB97M-V/def2-TZVPD, OMol25).

Calculated values
SMILES: C#C[C@@]1(C)OC[C@H](C)[N@H+]1C
2S+1: 1
Lowest unoccupied orbital energy: -2.930 eV
Orbital gap: 11.50 eV
E_tot: -12050.334 eV
F_max: 4.5 eV/A
Relative energy (zero: lowest compared OMol25 entry of this formula, charge and spin): 3.953 eV
Charge: +1

The geometry in XYZ format:
```
24
Properties=species:S:1:pos:R:3:mulliken_charge:R:1
C -2.6466 -0.3156 -1.6689 0.03
C -1.9836 -0.0828 -0.6807 -1.08
C 0.4113 -1.7591 -0.2486 -0.54
C 1.2726 -0.4583 -0.3837 0.41
C -0.9703 -0.1255 0.4246 0.81
C 2.5038 -0.4893 0.3968 -1.58
C -1.7451 0.4788 1.8254 -1.55
C 0.1516 1.6032 -0.9542 -0.93
N 0.2983 0.5943 0.0698 0.27
O -0.4962 -1.4551 0.7169 -0.35
H -3.4097 -0.1976 -2.3734 0.48
H -0.0067 -2.0212 -1.1773 0.30
H 1.0254 -2.5501 0.2775 0.42
H 1.4482 -0.2257 -1.4182 0.28
H 2.8027 0.4662 0.6957 0.44
H 3.4216 -0.8452 -0.2223 0.35
H 2.4772 -1.0408 1.3549 0.39
H -1.0592 0.3989 2.6030 0.50
H -2.4644 -0.2488 1.9879 0.47
H -2.1476 1.4548 1.7178 0.36
H -0.8400 2.1872 -0.8664 0.35
H 0.9688 2.3362 -1.0451 0.37
H 0.3438 1.1219 -1.9472 0.35
H 0.6442 1.1735 0.9156 0.45
```